77
Properties=species:S:1:pos:R:3:forces:R:3:mulliken_charge:R:1 method="wB97M-V/def2-TZVPD" homo_ev=-7.88 gap_ev=5.2521 lumo_energy_ha=-0.09649
Li -5.130 5.333 -1.735 0.9 -0.6 0.7 0.9161
C -0.933 3.221 0.922 0.8 -1.0 0.4 -0.7174
C -2.196 3.709 0.351 -1.7 0.8 -2.7 0.6470
O -2.711 4.766 0.745 -0.5 1.6 1.3 -0.7824
O -2.662 3.128 -0.683 0.3 -0.5 0.1 -0.7768
H -0.100 3.793 0.515 0.0 0.0 -0.2 0.1662
H -0.871 2.189 0.576 0.5 0.0 0.4 0.2415
H -0.862 3.310 2.006 -0.2 -0.1 0.0 0.3027
C 3.125 2.856 5.331 -2.7 4.8 2.3 0.6495
O 2.797 4.022 5.496 0.6 1.4 -0.7 -0.7008
N 2.339 1.914 5.645 -5.1 -6.0 1.3 -0.3539
N 4.273 2.384 5.130 7.1 -0.1 -2.2 -0.3628
H 2.820 1.026 5.622 -1.1 -0.4 0.4 0.1394
H 1.679 2.017 6.401 -0.1 0.3 -0.5 0.2277
H 4.970 3.114 5.152 0.6 -0.8 -0.5 0.2206
H 4.433 1.387 5.098 0.7 0.6 0.0 0.1805
C 2.800 -2.445 3.252 1.6 2.9 5.6 0.7053
O 3.237 -2.107 4.368 0.7 -1.2 -0.3 -0.7068
N 1.577 -2.228 2.947 -6.1 0.7 -1.3 -0.3577
N 3.430 -2.799 2.203 3.8 -2.1 -4.1 -0.2710
H 0.872 -1.942 3.611 0.5 0.1 -0.2 0.2075
H 1.431 -2.053 1.963 -1.0 0.0 0.5 0.1245
H 4.421 -2.992 2.175 -0.4 0.2 0.0 0.1958
H 2.852 -2.862 1.377 1.0 -0.5 -0.2 0.1086
C -5.243 5.735 5.741 -3.4 0.2 1.8 0.7241
O -5.918 5.678 6.755 -0.1 -1.1 0.7 -0.6723
N -5.429 5.150 4.600 -2.0 -4.2 -3.8 -0.3844
N -4.394 6.647 5.506 5.1 5.4 1.1 -0.3862
H -4.996 5.594 3.803 -0.6 -0.8 -0.1 0.1582
H -6.275 4.612 4.474 0.3 0.0 -0.2 0.2210
H -4.211 7.280 6.271 0.4 0.0 -0.4 0.2065
H -3.907 6.705 4.623 0.2 0.3 0.7 0.1440
C -1.040 -3.595 -3.734 -0.4 0.7 0.1 -1.6619
C -0.122 -4.353 -2.737 0.4 1.8 1.1 1.4968
C 0.065 -5.817 -3.119 -0.3 0.5 -1.1 -1.1440
C 0.875 -5.970 -4.413 0.6 -0.6 0.1 -0.5916
C 2.278 -5.466 -4.164 -1.5 2.1 -0.1 -1.1101
C 2.262 -3.917 -3.761 -0.3 -3.0 0.6 1.2369
N 1.287 -3.742 -2.586 1.1 -3.2 -0.6 0.0519
O 1.373 -2.456 -2.092 -0.8 0.3 -0.4 -0.3501
C 3.732 -3.666 -3.307 -1.9 1.2 0.9 -1.8590
C 1.869 -3.058 -4.944 1.1 0.2 0.5 -1.5822
C -0.840 -4.243 -1.305 1.0 -0.8 -1.1 -1.7698
H -0.819 -3.554 -4.801 0.3 -0.7 0.1 0.2813
H -1.121 -2.535 -3.493 0.3 0.2 0.4 0.4442
H -2.083 -3.893 -3.627 0.0 -0.5 0.0 0.4571
H 0.561 -6.313 -2.285 -0.1 -0.2 -0.1 0.4254
H -0.927 -6.227 -3.311 -0.1 -0.2 0.4 0.3805
H 0.457 -5.529 -5.318 -0.4 0.4 0.3 0.3583
H 1.010 -7.013 -4.702 -0.4 -0.3 0.2 0.3426
H 2.814 -5.445 -5.113 0.6 -0.6 0.3 0.4062
H 2.640 -6.103 -3.357 0.8 0.3 -0.2 0.3373
H 3.935 -4.371 -2.500 0.3 0.0 -0.2 0.3800
H 4.490 -3.644 -4.090 -0.3 -0.3 -0.1 0.3542
H 3.630 -2.674 -2.866 0.8 0.2 0.2 0.4878
H 1.690 -2.080 -4.496 -0.3 0.4 -0.7 0.3482
H 2.788 -2.966 -5.523 -0.3 0.2 -0.5 0.5134
H 1.040 -3.413 -5.556 0.2 0.1 0.2 0.2601
H -1.885 -4.518 -1.444 -0.1 0.4 0.1 0.4134
H -0.675 -3.294 -0.794 -0.3 0.2 -0.5 0.3548
H -0.436 -4.993 -0.626 0.3 -0.2 -0.1 0.3804
H 1.017 -1.981 -2.846 -0.2 1.3 0.2 0.3486
O -3.449 1.432 5.292 0.1 -0.2 -0.1 -0.6470
H -3.432 2.312 4.916 0.0 0.3 -0.1 0.3133
H -4.008 1.513 6.065 -0.1 0.0 0.2 0.3245
O 0.061 7.876 0.126 0.3 0.1 -0.1 -0.6433
H -0.608 7.217 0.312 -0.2 -0.4 0.2 0.3371
H -0.299 8.385 -0.601 -0.1 0.2 -0.1 0.3027
O -5.759 -1.077 -1.999 -0.1 0.0 0.2 -0.6284
H -5.326 -0.337 -2.424 0.2 0.2 0.0 0.3068
H -6.242 -1.510 -2.703 -0.1 -0.2 -0.1 0.3213
O 0.258 2.029 -3.278 0.1 -0.3 -0.3 -0.6410
H -0.520 2.190 -2.744 -0.3 0.1 0.3 0.3312
H 0.780 2.827 -3.188 0.2 0.2 0.0 0.3082
O 2.341 5.725 -2.658 -0.1 -0.2 -0.3 -0.6380
H 3.252 5.782 -2.370 0.2 0.0 0.1 0.3150
H 1.868 6.324 -2.080 -0.2 0.2 0.3 0.3326

=====

89
Properties=species:S:1:pos:R:3:forces:R:3:mulliken_charge:R:1 method="wB97M-V/def2-TZVPD" homo_ev="-7.99 / -8.18" multiplicity=3 gap_ev="7.6850 / 6.9040" lumo_energy_ha="-0.01138 / -0.04679" e_above_lowest_kcal_mol=38.8 s2=2.010
Pt 0.094 0.058 -0.070 0.0 0.0 0.1 2.5194
O 5.081 2.599 -0.603 0.0 0.0 0.0 -0.5610
C 5.237 1.799 0.511 0.0 0.1 0.0 1.0382
C 6.386 1.832 1.284 0.0 0.0 0.0 -0.8296
C 6.473 1.024 2.409 0.0 0.0 0.0 -0.4285
C 5.417 0.195 2.755 0.0 0.0 0.0 -0.8742
C 4.274 0.169 1.965 0.0 0.0 0.0 -0.2410
C 4.173 0.967 0.837 0.0 -0.1 0.0 -0.2971
C 2.946 0.916 -0.058 -0.1 0.0 -0.1 0.4237
O 2.053 -0.010 0.378 0.3 0.1 0.2 -0.4745
N 2.313 2.256 -0.043 0.1 -0.1 0.2 -0.0293
N 1.011 2.319 -0.159 -0.2 0.0 -0.2 -0.3713
C 0.407 3.449 -0.223 -0.1 0.1 0.0 -0.8753
C -1.039 3.547 -0.263 0.1 -0.1 0.1 0.6627
Br -1.942 1.888 -0.078 -0.1 -0.1 0.1 -0.2216
C -1.786 4.647 -0.348 0.0 0.3 -0.1 -0.6872
C -1.277 6.017 -0.574 -0.1 -0.1 0.0 0.3708
C -1.864 7.078 0.116 0.0 0.0 0.0 -0.4503
C -1.429 8.379 -0.080 0.0 0.0 0.0 -0.5122
C -0.408 8.642 -0.983 0.0 0.0 0.0 -0.4451
C 0.170 7.598 -1.691 0.0 0.0 0.0 -0.5318
C -0.263 6.295 -1.491 0.0 0.0 0.0 -0.4885
H 5.905 3.066 -0.776 0.0 0.0 0.0 0.3064
H 7.208 2.485 1.008 0.0 0.0 0.0 0.2721
H 7.373 1.045 3.011 0.0 0.0 0.0 0.3792
H 5.483 -0.435 3.632 0.0 0.0 0.0 0.4031
H 3.443 -0.484 2.197 0.0 0.0 0.0 0.4265
H 3.285 0.722 -1.087 -0.1 -0.1 -0.1 0.0429
H 2.880 3.078 -0.201 0.0 0.0 0.0 0.3120
H 0.965 4.381 -0.170 0.0 0.0 0.0 0.5590
H -2.858 4.548 -0.226 0.0 0.0 0.0 0.4232
H -2.659 6.874 0.825 0.0 0.0 0.0 0.4078
H -1.889 9.189 0.471 0.0 0.0 0.0 0.3738
H -0.074 9.659 -1.145 0.0 0.0 0.0 0.3814
H 0.953 7.797 -2.411 0.0 0.0 0.0 0.3778
H 0.166 5.489 -2.075 0.0 0.0 0.0 0.5757
O 0.764 -4.159 0.788 0.0 0.0 0.0 -0.7673
C 0.491 -2.983 0.979 0.1 0.1 -0.1 -0.1413
O 0.433 -2.094 0.051 0.0 -0.3 0.1 -0.7673
C 0.155 -2.590 2.417 0.0 0.1 0.0 0.4053
C 0.166 -3.581 3.392 0.0 -0.1 0.0 -0.6506
C -0.186 -3.249 4.686 0.0 -0.1 0.1 -0.2782
C -0.556 -1.975 5.067 -0.1 0.0 0.1 -0.3616
C -0.543 -1.013 4.081 -0.2 0.1 0.0 -0.8522
C -0.192 -1.298 2.778 0.1 -0.2 -0.3 0.0097
N -0.931 0.370 4.435 0.6 0.0 0.2 1.0677
O -1.363 0.564 5.552 -0.2 0.0 -0.1 -0.6603
O -0.729 1.236 3.608 -0.2 0.0 -0.1 -0.6019
N -0.182 -4.306 5.726 0.2 0.1 0.0 1.0520
O -0.520 -3.988 6.849 -0.1 0.0 0.0 -0.6364
O 0.180 -5.415 5.398 -0.1 0.0 0.0 -0.6171
H 0.443 -4.591 3.127 0.0 0.0 0.0 0.6626
H -0.842 -1.748 6.081 0.0 0.0 0.0 0.6284
H -0.169 -0.545 2.002 -0.2 0.2 0.4 0.9649
O -1.991 -0.990 -0.125 -0.2 0.4 -0.6 -1.0079
P -2.437 -1.573 -1.457 0.1 -0.2 0.3 1.7550
C -1.494 -0.983 -2.866 0.1 0.1 -0.1 0.5633
C -0.165 -1.408 -2.969 0.0 0.0 -0.1 -0.2800
C 0.640 -0.905 -3.979 0.0 0.0 0.0 -0.8044
C 0.125 0.010 -4.889 0.0 0.0 0.0 -0.5590
C -1.195 0.426 -4.793 0.0 0.0 0.0 -0.7646
C -2.006 -0.066 -3.781 0.0 0.0 0.1 -0.7772
C -2.276 -3.353 -1.452 0.0 -0.1 0.1 0.7082
C -2.150 -4.092 -2.627 0.0 0.0 0.0 -0.4273
C -2.031 -5.472 -2.562 0.0 0.1 0.0 -0.7540
C -2.027 -6.109 -1.329 0.0 0.0 0.0 -0.5694
C -2.143 -5.374 -0.158 0.0 0.0 0.0 -0.6321
C -2.270 -3.996 -0.216 0.0 -0.1 -0.1 -0.5661
C -4.167 -1.173 -1.745 -0.1 0.0 0.0 0.1731
C -4.832 -0.396 -0.803 0.0 0.0 -0.1 -0.2589
C -6.169 -0.069 -0.993 0.0 0.0 0.0 -0.8528
C -6.839 -0.519 -2.119 0.0 0.0 0.0 -0.4762
C -6.183 -1.310 -3.056 0.0 0.0 0.0 -0.7447
C -4.851 -1.641 -2.868 0.0 0.0 0.0 -0.2080
H 0.234 -2.124 -2.259 0.0 0.0 0.0 0.3238
H 1.670 -1.229 -4.050 0.0 0.0 0.0 0.4755
H 0.757 0.398 -5.678 0.0 0.0 0.0 0.4090
H -1.593 1.140 -5.503 0.0 0.0 0.0 0.4471
H -3.031 0.275 -3.698 0.0 0.0 0.0 0.3963
H -2.122 -3.591 -3.588 0.0 0.0 0.0 0.3592
H -1.924 -6.048 -3.472 0.0 0.0 0.0 0.4103
H -1.914 -7.185 -1.280 0.0 0.0 0.0 0.3967
H -2.114 -5.872 0.802 0.0 0.0 0.0 0.4233
H -2.331 -3.409 0.693 0.0 0.0 0.0 0.4396
H -4.300 -0.062 0.080 0.0 0.0 0.0 0.4126
H -6.687 0.534 -0.257 0.0 0.0 0.0 0.4335
H -7.880 -0.260 -2.269 0.0 0.0 0.0 0.3883
H -6.713 -1.674 -3.927 0.0 0.0 0.0 0.4105
H -4.344 -2.267 -3.593 0.0 0.0 0.0 0.3638

=====

51
Properties=species:S:1:pos:R:3:forces:R:3:mulliken_charge:R:1 method="wB97M-V/def2-TZVPD" total_charge=+2 homo_ev=-14.41 gap_ev=6.1217 lumo_energy_ha=-0.30475
V -0.153 -0.265 0.523 -0.3 0.1 -0.5 1.0461
Br 4.944 3.483 -0.485 -0.1 -0.1 0.0 -0.0573
C 3.240 2.845 -0.046 0.2 0.6 0.3 0.3052
C 2.447 3.556 0.903 0.6 0.2 -0.2 0.2621
Br 3.111 5.119 1.686 0.0 -0.1 0.0 -0.0524
C 1.197 3.104 1.272 0.2 0.4 0.2 -0.5182
Br 0.118 3.945 2.537 -0.1 -0.1 0.0 -0.0095
C 0.759 1.964 0.641 -2.6 -0.3 0.6 0.7962
O -0.556 1.426 0.885 1.7 0.2 -0.2 -0.7493
C 1.519 1.282 -0.268 -0.7 -2.1 -1.6 0.9583
O 0.917 0.090 -0.822 0.5 1.1 1.1 -0.6007
C 2.783 1.679 -0.630 0.5 0.2 -0.1 -0.2986
Br 3.749 0.703 -1.889 -0.1 -0.1 0.0 -0.0272
C 3.206 -1.008 4.362 0.7 0.3 0.5 -1.5824
C 2.346 -0.712 3.196 -0.1 -0.8 0.5 0.4563
N 2.376 0.248 2.369 0.0 0.2 -0.3 0.0300
O 3.300 1.220 2.462 0.3 -0.3 0.5 -0.1965
C 1.248 -1.679 2.907 0.2 0.7 -0.4 0.5636
C 0.969 -2.942 3.588 0.2 -0.4 0.7 -1.4153
N 0.521 -1.300 1.942 -2.1 -0.8 -1.2 0.1242
O -0.586 -1.921 1.372 1.8 1.1 0.8 -0.7685
H 4.000 -0.273 4.505 0.0 -0.1 0.0 0.3735
H 3.700 -1.982 4.280 -0.2 0.1 -0.1 0.3796
H 2.622 -0.990 5.286 0.0 -0.1 -0.1 0.4093
H 3.879 1.030 3.223 0.1 0.2 -0.1 0.3515
H 1.596 -3.056 4.471 -0.1 -0.1 0.0 0.3683
H 1.172 -3.773 2.913 0.0 -0.1 -0.1 0.3465
H -0.082 -2.986 3.875 0.0 0.0 0.0 0.3778
C -1.788 0.875 -4.289 0.0 0.1 -0.1 -0.5963
C -1.250 1.812 -3.235 0.0 0.2 0.3 -0.6158
N -1.374 1.177 -1.907 0.1 0.6 -0.4 -0.0505
C -1.926 0.007 -1.686 -0.1 -0.7 1.1 0.3283
N -1.697 -0.624 -0.443 -0.3 -0.1 -0.5 0.2457
C -2.717 -1.662 -0.166 -0.1 0.5 0.6 -0.8776
C -2.699 -2.639 -1.308 0.1 -0.6 -0.1 -0.6570
C -3.231 -1.942 -2.518 -0.1 0.6 -0.3 -0.6413
N -2.717 -0.555 -2.566 -0.3 0.0 -0.7 0.0556
C -3.063 0.247 -3.760 0.0 -0.3 0.2 -0.7998
H -1.063 0.099 -4.516 0.1 -0.2 0.0 0.3169
H -1.957 1.428 -5.207 -0.1 0.1 -0.1 0.4033
H -1.829 2.742 -3.225 0.2 -0.1 0.0 0.4139
H -0.193 2.044 -3.397 -0.2 0.0 0.0 0.3237
H -1.060 1.677 -1.092 0.1 0.2 0.0 0.1948
H -3.678 -1.132 -0.065 0.1 -0.2 -0.2 0.4468
H -2.526 -2.113 0.803 0.0 0.0 -0.2 0.3576
H -3.299 -3.523 -1.101 0.0 0.0 0.1 0.3788
H -1.677 -2.982 -1.505 -0.1 0.0 0.2 0.3325
H -4.322 -1.870 -2.483 0.1 0.0 -0.1 0.3899
H -2.946 -2.424 -3.453 0.0 -0.1 0.1 0.4474
H -3.812 0.991 -3.477 0.1 0.0 0.0 0.3050
H -3.519 -0.443 -4.462 0.0 0.0 -0.2 0.4256